C20H43O3OsS5Si | ωB97M-V/def2-TZVPD

```
! RIJCOSX wB97M-V def2-TZVPD def2/J DEFGRID3
* xyz 3 1
Os -1.289 -0.313 -1.146
C 0.491 -2.850 -2.405
C -0.431 -3.671 -1.536
S -1.567 -2.588 -0.546
C -3.143 -2.961 -1.378
C -4.152 -1.957 -0.898
S -3.618 -0.263 -1.151
C -4.260 0.360 -2.692
C -3.407 0.043 -3.878
S -1.822 0.875 -3.607
C -0.931 0.062 -4.998
C 0.187 -0.786 -4.443
S -0.605 -1.618 -3.067
H 0.983 -3.417 -3.196
H 1.251 -2.379 -1.783
H 0.143 -4.243 -0.807
H -1.073 -4.355 -2.089
H -3.466 -3.959 -1.068
H -2.966 -2.971 -2.452
H -4.278 -2.016 0.185
H -5.135 -2.119 -1.344
H -4.290 1.439 -2.520
H -5.296 0.029 -2.791
H -3.880 0.455 -4.774
H -3.222 -1.018 -4.037
H -0.522 0.847 -5.634
H -1.669 -0.498 -5.568
H 0.965 -0.124 -4.103
H 0.614 -1.525 -5.121
C 3.119 -0.227 -0.295
C 2.188 0.834 -0.848
C 2.595 2.226 -0.399
C 2.103 0.762 -2.336
O 0.786 0.505 -0.312
Si 0.410 0.875 1.291
S -1.713 0.415 0.874
O 1.016 -0.113 2.351
C 0.895 -1.292 3.219
C 2.308 -1.629 3.654
C 0.276 -2.417 2.416
C 0.018 -0.907 4.394
O 0.504 2.414 1.571
C 0.685 3.321 2.747
C 1.922 2.896 3.517
C -0.567 3.212 3.593
C 0.849 4.705 2.162
H 4.140 -0.029 -0.625
H 2.837 -1.225 -0.638
H 3.115 -0.226 0.796
H 3.547 2.469 -0.872
H 2.738 2.286 0.679
H 1.859 2.976 -0.692
H 2.997 1.198 -2.784
H 1.240 1.321 -2.707
H 2.052 -0.282 -2.634
H 2.926 -1.908 2.799
H 2.290 -2.463 4.356
H 2.766 -0.775 4.153
H 0.867 -2.612 1.513
H -0.750 -2.160 2.137
H 0.243 -3.330 3.012
H 0.471 -0.094 4.962
H -0.104 -1.759 5.064
H -0.975 -0.591 4.060
H 1.850 1.861 3.855
H 2.034 3.534 4.393
H 2.821 3.000 2.906
H -0.689 2.201 3.995
H -1.452 3.473 3.008
H -0.503 3.899 4.436
H 1.744 4.768 1.541
H 0.947 5.431 2.970
H -0.018 4.977 1.558
*
```

* ΔE to the lowest compared entry with this formula, charge and spin: 0.000 eV
* lowest unoccupied orbital energy (alpha / beta): -11.6 / -11.6 eV